The following is a DFT calculation (the ωB97M-V functional and the def2-TZVPD basis) of a 2-piece molecular cluster, C3H6NO2 overall in a non-equilibrium geometry.

Geometry as XYZ:
```
12
C3H6NO2 (the ωB97M-V functional and the def2-TZVPD basis)
C -0.066 -2.225 -1.434
C 0.043 -1.198 -0.558
N -0.526 0.035 -0.583
H -0.788 -2.418 -2.211
H 0.725 -2.953 -1.278
H 0.806 -1.325 0.200
H -1.347 0.272 -1.109
H -0.455 0.551 0.304
O -0.006 1.160 1.981
C 0.376 2.317 1.670
O -0.260 3.343 1.384
H 1.499 2.441 1.634
```

Properties
electronic energy: -323.1848 a.u.
multiplicity: 1
charge: -1

Partial charges, natural (NBO), in e: -0.63, 0.06, -0.82, 0.18, 0.18, 0.19, 0.37, 0.44, -0.82, 0.63, -0.76, -0.01

The following is a DFT calculation (the ωB97M-V functional and the def2-TZVPD basis) of one molecule with the formula C24H24FN5O2 in a non-equilibrium geometry.

Geometry as XYZ:
```
56
C24H24FN5O2 (the ωB97M-V functional and the def2-TZVPD basis)
C 2.806 0.130 1.849
N 1.473 -0.055 1.319
C 0.421 -0.230 2.191
O 0.597 -0.222 3.393
N -0.834 -0.404 1.632
C -1.948 -0.589 2.550
C -2.482 -1.994 2.514
C -1.670 -3.089 2.251
C -2.190 -4.371 2.221
C -3.537 -4.585 2.457
C -4.367 -3.512 2.730
C -3.828 -2.240 2.755
F -4.647 -1.201 3.034
C -1.168 -0.440 0.266
O -2.320 -0.600 -0.098
C -0.019 -0.248 -0.542
C 1.247 -0.038 -0.020
N 2.153 0.190 -0.994
C 1.446 0.143 -2.121
N 0.139 -0.139 -1.916
C -0.853 -0.262 -2.948
C -0.394 0.575 -4.138
C 1.049 0.210 -4.492
N 1.945 0.346 -3.358
C 3.182 1.079 -3.486
C 2.984 2.606 -3.381
C 2.480 2.971 -2.013
C 3.359 3.037 -0.940
C 2.892 3.270 0.340
C 1.535 3.427 0.569
C 0.654 3.387 -0.496
C 1.128 3.172 -1.779
H 3.409 0.584 1.068
H 2.753 0.770 2.728
H 3.234 -0.831 2.142
H -1.582 -0.349 3.553
H -2.745 0.107 2.273
H -0.618 -2.930 2.069
H -1.539 -5.207 2.012
H -3.943 -5.584 2.431
H -5.420 -3.645 2.921
H -1.812 0.075 -2.549
H -0.958 -1.315 -3.237
H -1.041 0.395 -4.996
H -0.450 1.633 -3.879
H 1.412 0.852 -5.297
H 1.082 -0.829 -4.846
H 3.636 0.823 -4.446
H 3.833 0.746 -2.676
H 3.946 3.085 -3.570
H 2.279 2.936 -4.147
H 4.417 2.896 -1.109
H 3.587 3.322 1.166
H 1.167 3.585 1.572
H -0.406 3.518 -0.330
H 0.432 3.161 -2.607
```

Properties
electronic energy: -1453.1808 a.u.
multiplicity: 1
SMILES: Cn1c(=O)n(Cc2ccccc2F)c(=O)c2c1nc1n2CCCN1CCc1ccccc1

Partial charges, natural (NBO), in e: -0.41, -0.41, 0.80, -0.64, -0.46, -0.24, -0.09, -0.18, -0.22, -0.20, -0.28, 0.40, -0.33, 0.65, -0.63, -0.12, 0.40, -0.57, 0.60, -0.35, -0.21, -0.42, -0.21, -0.43, -0.20, -0.44, -0.01, -0.20, -0.23, -0.17, -0.21, -0.23, 0.23, 0.23, 0.20, 0.26, 0.23, 0.21, 0.21, 0.21, 0.23, 0.25, 0.20, 0.23, 0.21, 0.21, 0.19, 0.20, 0.23, 0.22, 0.20, 0.21, 0.21, 0.21, 0.22, 0.20

The following is a DFT calculation (the ωB97M-V functional and the def2-TZVPD basis) of one molecule with the formula C5H6N2O2 in a non-equilibrium geometry.

Geometry as XYZ:
```
15
C5H6N2O2 (the ωB97M-V functional and the def2-TZVPD basis)
N -0.862 -1.087 -2.046
N -0.258 -0.844 -0.800
C 0.292 -1.818 -0.042
C 0.785 -1.297 1.134
C 0.518 0.086 1.027
C -0.066 0.348 -0.144
O -0.402 1.612 -0.411
C 0.076 2.214 0.785
O 0.679 1.202 1.750
H -0.373 -0.481 -2.713
H -1.858 -0.832 -1.993
H 0.091 -2.826 -0.377
H 1.292 -1.904 1.908
H 0.839 2.970 0.593
H -0.754 2.657 1.329
```

Properties
electronic energy: -454.0061 a.u.
multiplicity: 1
SMILES: Nn1ccc2c1OCO2

Partial charges, natural (NBO), in e: -0.62, -0.19, -0.07, -0.34, 0.15, 0.29, -0.47, 0.22, -0.48, 0.36, 0.36, 0.22, 0.24, 0.17, 0.17

The following is a DFT calculation (the ωB97M-V functional and the def2-TZVPD basis) of an isolated ion of composition C5H11N2OS and charge +1 in a non-equilibrium geometry.

Geometry as XYZ:
```
20
C5H11N2OS (the ωB97M-V functional and the def2-TZVPD basis)
C -0.175 1.389 -2.362
O -0.334 0.929 -1.041
C -0.319 -0.393 -0.885
S 1.471 -0.858 -0.805
C 1.295 -1.326 0.905
N 2.346 -0.352 1.851
N -0.010 -1.124 1.377
C -0.834 -0.610 0.573
C -2.232 -0.292 0.841
H -0.910 2.241 -2.652
H -0.464 0.601 -3.068
H 0.984 1.729 -2.508
H -0.981 -0.865 -1.583
H 1.676 -2.244 1.356
H 3.256 -0.720 1.598
H 1.936 -0.622 2.771
H 2.288 0.497 1.328
H -2.860 -1.015 0.497
H -2.350 0.739 0.489
H -2.404 -0.365 1.817
```

Properties
electronic energy: -779.7220 a.u.
multiplicity: 1
charge: +1
SMILES: CO[C@H]1S[C@@H]([NH3+])N=C1C

Partial charges, natural (NBO), in e: -0.29, -0.53, -0.05, 0.21, -0.01, -0.76, -0.48, 0.42, -0.68, 0.23, 0.19, 0.20, 0.23, 0.23, 0.43, 0.47, 0.45, 0.26, 0.26, 0.25

The following is a DFT calculation (the ωB97M-V functional and the def2-TZVPD basis) of a 2-piece molecular cluster, C6H13NO2S overall in a non-equilibrium geometry.

Geometry as XYZ:
```
23
C6H13NO2S (the ωB97M-V functional and the def2-TZVPD basis)
C -2.220 0.565 -0.417
C -0.033 -1.296 -1.338
C 1.534 0.034 2.307
C -1.149 0.042 0.535
C 1.162 1.246 -0.832
C 0.082 -0.483 -0.132
N 0.303 1.540 -1.806
O 0.390 0.826 -2.852
O 0.664 -2.336 1.574
S 1.393 -1.223 0.966
H -2.569 -0.206 -1.097
H -1.817 1.385 -1.007
H -3.071 0.925 0.156
H 0.755 -2.041 -1.414
H 0.080 -0.624 -2.249
H -1.011 -1.748 -1.466
H 0.562 0.268 2.723
H 2.032 0.915 1.924
H 2.145 -0.434 3.074
H -1.556 -0.792 1.122
H -0.893 0.841 1.233
H 2.076 0.681 -1.016
H 1.143 1.916 0.013
```

Properties
electronic energy: -839.6542 a.u.
multiplicity: 1

Partial charges, natural (NBO), in e: -0.61, -0.75, -0.83, -0.51, -0.26, 0.05, 0.01, -0.41, -0.97, 1.27, 0.21, 0.24, 0.22, 0.24, 0.31, 0.24, 0.23, 0.22, 0.25, 0.25, 0.21, 0.20, 0.20

The following is a DFT calculation (the ωB97M-V functional and the def2-TZVPD basis) of C39H42MoN8 as an isolated structure in a non-equilibrium geometry.

Geometry as XYZ:
```
90
C39H42MoN8 (the ωB97M-V functional and the def2-TZVPD basis)
Mo -0.421 0.104 -0.534
C 1.211 -0.816 6.425
C -0.255 -0.508 6.432
C -0.985 -0.523 7.613
C -2.345 -0.255 7.630
C -2.994 0.062 6.451
C -2.289 0.108 5.259
C -0.928 -0.196 5.241
N -0.167 -0.152 4.059
C -0.560 -0.405 2.775
N -1.689 -1.156 2.649
C -2.448 -1.264 1.502
C -2.150 -0.487 0.389
C -2.905 -0.576 -0.775
C -3.932 -1.515 -0.883
C -4.223 -2.268 0.243
C -3.524 -2.162 1.446
C -3.894 -3.016 2.621
N 0.149 0.032 1.769
C 1.302 0.813 2.109
C 1.073 2.251 1.870
C 2.266 3.210 2.046
C 3.608 2.449 2.073
C 3.644 1.125 2.646
C 2.528 0.294 2.484
C 2.670 -1.194 2.680
H 1.564 -1.016 7.435
H 1.810 0.006 6.027
H 1.422 -1.690 5.808
H -0.471 -0.761 8.535
H -2.890 -0.285 8.563
H -4.050 0.295 6.453
H -2.788 0.401 4.347
H 0.759 0.263 4.102
H -2.040 -1.587 3.489
H -2.664 1.462 -1.301
H -4.506 -1.637 -1.792
H -5.038 -2.982 0.203
H -4.735 -3.663 2.379
H -4.187 -2.426 3.494
H -3.066 -3.661 2.930
H 0.154 2.587 2.360
H 2.139 4.038 2.739
H 4.455 3.066 2.376
H 4.575 0.711 3.008
H 3.701 -1.450 2.927
H 2.387 -1.723 1.765
H 2.027 -1.584 3.473
N 4.555 0.635 -0.308
C 3.402 1.377 -0.216
C 2.231 0.917 -0.777
N 1.003 1.525 -0.590
C 1.019 2.622 0.320
C 2.337 3.389 0.519
N 3.520 2.540 0.464
H 4.418 -0.362 -0.233
H 5.265 0.962 0.332
H 2.261 0.035 -1.406
H 0.181 3.293 0.121
H 2.462 4.343 0.004
C -2.355 0.476 -1.659
C -2.537 0.364 -3.114
C -2.526 -0.869 -3.771
C -2.718 -0.952 -5.142
C -2.929 0.191 -5.894
C -2.939 1.428 -5.259
C -2.744 1.512 -3.894
H -2.362 -1.773 -3.198
H -2.711 -1.923 -5.623
H -3.091 0.120 -6.962
H -3.109 2.331 -5.833
H -2.764 2.479 -3.407
N 0.129 -0.581 -2.339
C 0.536 -0.929 -3.384
N 0.817 -0.796 -4.644
C 0.505 0.450 -5.348
C 1.784 1.039 -5.925
C 2.492 0.016 -6.806
C 2.780 -1.264 -6.030
C 1.499 -1.825 -5.422
H 0.014 1.117 -4.639
H -0.217 0.213 -6.138
H 2.439 1.339 -5.103
H 1.543 1.941 -6.490
H 3.418 0.433 -7.206
H 1.859 -0.221 -7.668
H 3.491 -1.057 -5.225
H 3.236 -2.016 -6.677
H 1.690 -2.672 -4.763
H 0.814 -2.160 -6.212
```

Properties
electronic energy: -2017.4161 a.u.
multiplicity: 1

Partial charges, Mulliken, in e: 0.04, -1.31, 0.64, -0.69, -0.69, -0.87, -0.13, 0.28, 0.17, -0.47, 0.05, 0.46, -0.06, 0.65, -1.14, -0.94, 1.18, -1.72, -0.05, -0.30, -0.36, -0.28, -0.58, -1.91, 2.62, -1.72, 0.41, 0.30, 0.25, 0.36, 0.39, 0.41, 0.60, 0.05, 0.34, 0.52, 0.54, 0.31, 0.37, 0.34, 0.37, 0.73, 0.40, 0.47, 0.37, 0.48, 0.28, 0.10, -0.53, -0.02, -0.36, -0.24, -0.70, -0.56, -0.21, 0.27, 0.32, 0.56, 0.53, 0.37, -0.88, 0.97, -0.44, -0.65, -0.59, -0.68, -0.45, 0.43, 0.39, 0.42, 0.39, 0.39, -0.50, 0.38, 0.22, -0.54, -0.71, -0.69, -0.60, -0.82, 0.31, 0.17, 0.31, 0.34, 0.35, 0.31, 0.30, 0.36, 0.49, 0.34

Repeat the fifth record exactly.
The following is a DFT calculation (the ωB97M-V functional and the def2-TZVPD basis) of a 2-piece molecular cluster, C6H13NO2S overall in a non-equilibrium geometry.

Geometry as XYZ:
```
23
C6H13NO2S (the ωB97M-V functional and the def2-TZVPD basis)
C -2.220 0.565 -0.417
C -0.033 -1.296 -1.338
C 1.534 0.034 2.307
C -1.149 0.042 0.535
C 1.162 1.246 -0.832
C 0.082 -0.483 -0.132
N 0.303 1.540 -1.806
O 0.390 0.826 -2.852
O 0.664 -2.336 1.574
S 1.393 -1.223 0.966
H -2.569 -0.206 -1.097
H -1.817 1.385 -1.007
H -3.071 0.925 0.156
H 0.755 -2.041 -1.414
H 0.080 -0.624 -2.249
H -1.011 -1.748 -1.466
H 0.562 0.268 2.723
H 2.032 0.915 1.924
H 2.145 -0.434 3.074
H -1.556 -0.792 1.122
H -0.893 0.841 1.233
H 2.076 0.681 -1.016
H 1.143 1.916 0.013
```

Properties
electronic energy: -839.6542 a.u.
multiplicity: 1

Partial charges, natural (NBO), in e: -0.61, -0.75, -0.83, -0.51, -0.26, 0.05, 0.01, -0.41, -0.97, 1.27, 0.21, 0.24, 0.22, 0.24, 0.31, 0.24, 0.23, 0.22, 0.25, 0.25, 0.21, 0.20, 0.20

> Look up the electronic energy of the fifth one.

-839.6542 a.u.

Please write out number 5 again, unchanged.
The following is a DFT calculation (the ωB97M-V functional and the def2-TZVPD basis) of a 2-piece molecular cluster, C6H13NO2S overall in a non-equilibrium geometry.

Geometry as XYZ:
```
23
C6H13NO2S (the ωB97M-V functional and the def2-TZVPD basis)
C -2.220 0.565 -0.417
C -0.033 -1.296 -1.338
C 1.534 0.034 2.307
C -1.149 0.042 0.535
C 1.162 1.246 -0.832
C 0.082 -0.483 -0.132
N 0.303 1.540 -1.806
O 0.390 0.826 -2.852
O 0.664 -2.336 1.574
S 1.393 -1.223 0.966
H -2.569 -0.206 -1.097
H -1.817 1.385 -1.007
H -3.071 0.925 0.156
H 0.755 -2.041 -1.414
H 0.080 -0.624 -2.249
H -1.011 -1.748 -1.466
H 0.562 0.268 2.723
H 2.032 0.915 1.924
H 2.145 -0.434 3.074
H -1.556 -0.792 1.122
H -0.893 0.841 1.233
H 2.076 0.681 -1.016
H 1.143 1.916 0.013
```

Properties
electronic energy: -839.6542 a.u.
multiplicity: 1

Partial charges, natural (NBO), in e: -0.61, -0.75, -0.83, -0.51, -0.26, 0.05, 0.01, -0.41, -0.97, 1.27, 0.21, 0.24, 0.22, 0.24, 0.31, 0.24, 0.23, 0.22, 0.25, 0.25, 0.21, 0.20, 0.20

Please write out number 2 again, unchanged.
The following is a DFT calculation (the ωB97M-V functional and the def2-TZVPD basis) of one molecule with the formula C24H24FN5O2 in a non-equilibrium geometry.

Geometry as XYZ:
```
56
C24H24FN5O2 (the ωB97M-V functional and the def2-TZVPD basis)
C 2.806 0.130 1.849
N 1.473 -0.055 1.319
C 0.421 -0.230 2.191
O 0.597 -0.222 3.393
N -0.834 -0.404 1.632
C -1.948 -0.589 2.550
C -2.482 -1.994 2.514
C -1.670 -3.089 2.251
C -2.190 -4.371 2.221
C -3.537 -4.585 2.457
C -4.367 -3.512 2.730
C -3.828 -2.240 2.755
F -4.647 -1.201 3.034
C -1.168 -0.440 0.266
O -2.320 -0.600 -0.098
C -0.019 -0.248 -0.542
C 1.247 -0.038 -0.020
N 2.153 0.190 -0.994
C 1.446 0.143 -2.121
N 0.139 -0.139 -1.916
C -0.853 -0.262 -2.948
C -0.394 0.575 -4.138
C 1.049 0.210 -4.492
N 1.945 0.346 -3.358
C 3.182 1.079 -3.486
C 2.984 2.606 -3.381
C 2.480 2.971 -2.013
C 3.359 3.037 -0.940
C 2.892 3.270 0.340
C 1.535 3.427 0.569
C 0.654 3.387 -0.496
C 1.128 3.172 -1.779
H 3.409 0.584 1.068
H 2.753 0.770 2.728
H 3.234 -0.831 2.142
H -1.582 -0.349 3.553
H -2.745 0.107 2.273
H -0.618 -2.930 2.069
H -1.539 -5.207 2.012
H -3.943 -5.584 2.431
H -5.420 -3.645 2.921
H -1.812 0.075 -2.549
H -0.958 -1.315 -3.237
H -1.041 0.395 -4.996
H -0.450 1.633 -3.879
H 1.412 0.852 -5.297
H 1.082 -0.829 -4.846
H 3.636 0.823 -4.446
H 3.833 0.746 -2.676
H 3.946 3.085 -3.570
H 2.279 2.936 -4.147
H 4.417 2.896 -1.109
H 3.587 3.322 1.166
H 1.167 3.585 1.572
H -0.406 3.518 -0.330
H 0.432 3.161 -2.607
```

Properties
electronic energy: -1453.1808 a.u.
multiplicity: 1
SMILES: Cn1c(=O)n(Cc2ccccc2F)c(=O)c2c1nc1n2CCCN1CCc1ccccc1

Partial charges, natural (NBO), in e: -0.41, -0.41, 0.80, -0.64, -0.46, -0.24, -0.09, -0.18, -0.22, -0.20, -0.28, 0.40, -0.33, 0.65, -0.63, -0.12, 0.40, -0.57, 0.60, -0.35, -0.21, -0.42, -0.21, -0.43, -0.20, -0.44, -0.01, -0.20, -0.23, -0.17, -0.21, -0.23, 0.23, 0.23, 0.20, 0.26, 0.23, 0.21, 0.21, 0.21, 0.23, 0.25, 0.20, 0.23, 0.21, 0.21, 0.19, 0.20, 0.23, 0.22, 0.20, 0.21, 0.21, 0.21, 0.22, 0.20